64
Properties=species:S:1:pos:R:3:forces:R:3:mulliken_charge:R:1 method="wB97M-V/def2-TZVPD" energy_ev=-53336.1724 homo_ev=-7.17 spin_multiplicity=1 homo_lumo_gap_ev=7.32
Pt 0.04386 0.07226 -0.43280 -0.05 -0.47 -0.79 0.6057
C 2.46536 -3.29320 -0.54584 0.00 0.00 0.00 -0.9025
C 3.76372 -2.50610 -0.34710 -0.01 0.01 0.00 -0.7168
C 3.87299 -1.35093 -1.32343 -0.02 0.01 0.01 0.7015
C 4.79309 -1.45915 -2.36216 -0.01 0.01 0.00 -0.8865
C 4.81627 -0.55133 -3.40739 0.01 -0.01 0.01 -0.9189
C 3.87744 0.46368 -3.44397 0.00 0.06 0.01 -0.8629
C 2.94762 0.61873 -2.42248 -0.01 0.02 -0.05 0.7183
C 1.86104 1.65057 -2.55156 -0.06 -0.11 0.03 -0.5335
C 0.55162 1.00919 -3.02843 0.04 0.11 0.16 -0.8757
C 2.98950 -0.25529 -1.33395 -0.10 -0.20 0.16 0.1247
N 2.04427 -0.10888 -0.26651 0.48 0.09 -0.16 -0.2607
C 2.44100 -0.18205 0.97183 -0.42 -0.04 0.02 -0.1521
C 1.42256 -0.39311 1.93574 0.00 -0.12 -0.03 0.0000
C 1.34632 -0.55906 3.31842 0.03 -0.01 0.03 -1.1450
C 0.00833 -0.83996 3.60772 0.00 0.01 0.01 -0.8183
C -0.69540 -0.82697 2.39673 0.14 -0.06 -0.01 -0.4611
N 0.15904 -0.58535 1.39649 0.23 0.18 0.53 0.2960
H 2.43069 -4.15633 0.12048 0.01 0.01 0.00 0.3822
H 2.38823 -3.65148 -1.57403 0.01 0.01 0.01 0.3194
H 1.59068 -2.67377 -0.34072 0.00 0.00 -0.01 0.0302
H 4.61901 -3.16147 -0.51913 -0.01 -0.02 -0.01 0.4581
H 3.84006 -2.19797 0.69460 0.00 0.04 0.01 0.2883
H 5.48418 -2.29372 -2.35878 -0.01 0.01 0.00 0.3607
H 5.54117 -0.65536 -4.20442 -0.01 0.00 0.01 0.3917
H 3.85533 1.15741 -4.27658 0.00 -0.02 0.00 0.4046
H 2.16794 2.41464 -3.26683 -0.02 -0.05 -0.08 0.5585
H 1.70117 2.15405 -1.60550 -0.01 0.09 0.07 0.0099
H 0.70984 0.48303 -3.97246 -0.06 0.02 -0.03 0.4105
H -0.25854 1.72620 -3.14107 0.02 0.02 0.07 0.3920
H 0.18314 0.15665 -2.39151 -0.01 -0.04 0.09 0.1000
H 3.49557 -0.12960 1.21272 0.02 -0.03 0.05 0.7357
H 2.16765 -0.49734 4.01517 -0.02 -0.01 -0.01 0.4960
H -0.41468 -1.06252 4.57474 0.02 0.02 -0.01 0.5170
H -1.73848 -1.01576 2.20575 0.01 0.07 0.00 0.4671
S 0.28622 2.87909 0.28378 0.13 0.30 0.02 -0.5087
C -0.96367 2.86883 1.42339 -0.44 -0.01 0.13 0.3093
N -2.13958 2.29206 1.16753 0.29 0.34 0.35 0.0939
C -3.22277 2.27843 2.13354 0.05 0.00 -0.02 -0.5267
C -2.66822 2.21307 3.54683 0.01 -0.03 0.03 -0.3654
C -1.70417 3.36763 3.75449 0.05 0.00 -0.05 -0.7193
N -0.80071 3.47727 2.61490 0.13 0.05 0.02 -0.1658
H -2.12682 1.58732 0.41981 -0.24 -0.08 -0.18 0.2809
H -3.85771 1.42069 1.91183 0.02 -0.03 0.00 0.2248
H -3.83686 3.17746 2.01568 -0.02 0.00 0.00 0.3325
H -2.13839 1.26912 3.68799 -0.01 -0.01 -0.03 0.0437
H -3.47460 2.26915 4.27851 0.01 0.00 0.01 0.4293
H -1.10164 3.20184 4.64822 -0.01 0.02 0.03 0.3823
H -2.25294 4.30396 3.88973 -0.02 0.01 -0.02 0.3220
H 0.11158 3.88050 2.74676 -0.03 0.01 0.02 0.2156
C -2.33631 -1.74856 -2.52647 -0.01 -0.01 -0.02 -1.1050
Si -2.98697 -0.93667 -0.96702 0.00 -0.07 -0.06 0.2944
C -3.25399 -2.26686 0.32971 -0.01 -0.03 -0.02 -1.1376
C -4.62335 -0.09522 -1.32335 -0.03 -0.03 0.02 -1.1566
O -1.95741 0.20813 -0.42819 -0.06 -0.08 -0.29 -0.4351
H -2.98090 -2.57221 -2.84621 0.01 0.03 0.00 0.3901
H -1.33494 -2.15319 -2.35400 -0.02 -0.01 0.00 0.2646
H -2.27401 -1.03305 -3.35106 0.00 0.00 0.01 0.2795
H -4.03151 -2.97266 0.02389 0.02 0.02 -0.01 0.4666
H -3.56668 -1.82489 1.28074 -0.03 -0.05 -0.04 0.3116
H -2.33656 -2.83615 0.50370 -0.02 0.03 0.02 0.2743
H -5.27237 -0.73439 -1.92836 0.00 0.02 0.03 0.3786
H -4.46401 0.83790 -1.86846 0.00 -0.02 -0.01 0.3026
H -5.16232 0.14168 -0.40168 0.02 0.02 -0.02 0.2893